(1)
This record from OMol25 describes a structure of composition C38H48BrCoGeN6OSSi3. The level of theory is the ωB97M-V functional and the def2-TZVPD basis.

F_max   0.54 eV Å⁻¹
LUMO energy (alpha / beta)   -3.57 / -3.57 eV
Multiplicity   2
Net charge   +1

Structure (XYZ):
```
100
Properties=species:S:1:pos:R:3:forces:R:3
Co 0.237237 1.836258 0.628170 0.4 0.3 -0.2
Br 4.540637 5.600748 -4.057750 0.0 0.0 0.0
C 3.702047 4.441930 -2.822946 0.0 0.0 0.0
C 4.390670 3.306749 -2.358233 0.0 0.0 0.0
C 3.797511 2.444845 -1.476252 -0.1 0.0 0.0
C 2.469650 2.648577 -1.018441 0.0 0.0 0.1
O 1.952815 1.781896 -0.201356 -0.2 0.0 -0.2
C 1.805059 3.821055 -1.469154 -0.1 -0.1 0.0
C 0.491842 4.159820 -1.051288 0.1 0.0 -0.1
N -0.256880 3.451311 -0.270658 0.0 0.0 0.0
C -1.520632 3.937322 0.139731 0.0 -0.1 0.1
C -2.305293 4.865173 -0.489676 0.0 0.0 0.0
C -3.504246 5.302165 0.114717 0.0 0.0 0.0
C -3.899233 4.828798 1.334816 0.0 0.0 0.0
C -3.120904 3.847868 1.993224 0.0 0.0 0.0
C -3.425595 3.306141 3.263546 0.0 0.0 0.0
C -2.601240 2.366157 3.812010 0.0 0.0 0.0
C -1.488460 1.912109 3.079209 -0.1 0.0 0.0
N -1.185024 2.382220 1.890778 -0.2 0.0 0.0
C -1.960803 3.377832 1.361567 0.0 0.0 0.0
C 2.442922 4.700961 -2.373504 0.0 0.0 -0.1
H 5.399496 3.121630 -2.703111 0.0 0.0 0.0
H 4.323781 1.575468 -1.111123 0.0 -0.1 0.0
H 0.107125 5.112070 -1.411719 0.0 0.0 0.0
H -2.022026 5.272594 -1.450965 0.0 0.0 0.0
H -4.108837 6.035823 -0.400596 0.0 0.0 0.0
H -4.805847 5.188459 1.803354 0.0 0.0 0.0
H -4.304216 3.652888 3.793482 0.0 0.0 0.0
H -2.796011 1.950552 4.790652 0.0 0.0 0.0
H -0.854343 1.130778 3.477822 0.0 0.0 0.1
H 1.913169 5.580852 -2.717704 0.0 0.0 0.0
S -1.125220 0.221465 -0.673951 0.1 -0.1 -0.1
C -1.205233 -0.775659 0.792862 -0.1 0.0 0.0
N -2.152852 -1.643210 0.889224 0.0 0.0 0.0
N -2.335358 -2.471998 1.903630 0.2 0.0 -0.1
C -1.896600 -2.331652 3.262805 -0.1 0.1 0.0
C -2.328340 -1.233906 4.000360 0.1 -0.1 0.0
C -1.987901 -1.135179 5.338489 0.0 0.0 0.1
C -1.248280 -2.144935 5.947489 0.0 0.0 0.0
C -0.839820 -3.244545 5.209687 0.0 0.0 -0.1
C -1.153194 -3.335495 3.856192 0.0 0.0 0.0
N -0.198720 -0.705226 1.753160 -0.1 -0.2 0.0
N 0.592124 0.254472 1.712732 0.2 -0.2 0.2
C 1.606152 0.213360 2.730258 -0.1 0.0 0.1
C 2.634440 1.145216 2.678503 0.0 0.0 0.0
C 3.596061 1.146639 3.677940 0.0 0.0 0.0
C 3.526555 0.234383 4.718937 0.0 0.0 0.0
C 2.489411 -0.690667 4.764991 0.0 0.0 0.0
C 1.524879 -0.707011 3.775342 0.1 0.0 0.0
H -3.162589 -3.028483 1.765935 -0.1 0.0 0.0
H -2.939390 -0.482427 3.517105 0.0 0.0 0.0
H -2.331063 -0.290340 5.926454 0.0 -0.1 0.0
H -1.003752 -2.076080 6.999156 0.0 0.0 0.0
H -0.271078 -4.034687 5.681969 0.0 0.0 0.0
H -0.829345 -4.182192 3.264792 0.0 0.0 0.0
H 2.688982 1.837252 1.851101 0.0 0.0 0.0
H 4.404499 1.864090 3.638355 0.0 0.0 0.0
H 4.278626 0.242176 5.496670 0.0 0.0 0.0
H 2.426781 -1.398158 5.581675 0.0 0.0 0.0
H 0.713870 -1.418162 3.805304 0.0 0.0 0.0
C -3.482862 -2.144390 -2.383123 -0.1 0.2 0.1
Si -1.821750 -2.999959 -2.401176 0.0 0.0 0.0
C -1.509157 -3.766894 -4.087378 0.0 0.0 -0.1
C -1.803778 -4.394897 -1.143695 -0.1 0.0 -0.1
Ge -0.065707 -1.381552 -2.060154 -0.2 0.1 0.1
Si 0.172843 -0.223334 -4.149095 0.0 0.0 0.1
C 1.368755 -1.212932 -5.193762 0.0 0.0 0.0
C 0.775334 1.525721 -3.885543 0.0 0.0 0.0
C -1.507625 -0.108530 -4.971408 -0.1 -0.1 0.0
Si 1.816297 -2.496236 -1.081583 0.1 0.0 0.0
C 2.179498 -3.816545 -2.365699 0.0 0.0 0.0
C 1.383498 -3.331797 0.547080 0.2 0.1 0.0
C 3.319319 -1.417903 -0.846341 0.0 0.0 0.0
H -4.259885 -2.834345 -2.720894 0.0 0.0 0.0
H -3.504413 -1.268161 -3.038033 0.0 -0.1 0.0
H -3.725541 -1.806489 -1.369803 0.0 -0.1 -0.1
H -2.210361 -4.590929 -4.246081 0.0 0.0 0.0
H -0.499897 -4.173161 -4.178237 0.0 0.0 0.0
H -1.656492 -3.050147 -4.899679 0.0 -0.1 0.1
H -2.641687 -5.067939 -1.348277 0.0 0.0 0.0
H -1.908028 -4.026949 -0.126354 0.0 0.0 0.1
H -0.889298 -4.985729 -1.199259 0.1 0.0 0.0
H 2.348319 -1.281751 -4.715347 0.0 0.0 0.0
H 1.505397 -0.729361 -6.164336 0.0 0.0 0.0
H 1.006628 -2.227954 -5.375652 0.0 0.0 0.0
H 1.841949 1.579458 -3.658993 0.0 0.0 0.0
H 0.230345 1.995409 -3.063079 0.0 0.0 0.0
H 0.589078 2.113634 -4.788312 0.0 0.0 0.0
H -1.953471 -1.079961 -5.201744 0.1 0.2 0.0
H -1.403496 0.442548 -5.909939 0.0 0.0 0.0
H -2.208777 0.444082 -4.341125 0.0 0.0 0.0
H 1.411977 -4.592494 -2.363751 0.0 0.0 0.0
H 3.135123 -4.299320 -2.144357 0.0 0.0 0.0
H 2.242974 -3.403019 -3.374660 0.0 0.0 0.0
H 0.325173 -3.542980 0.651992 -0.2 -0.1 0.0
H 1.689818 -2.717517 1.395461 0.0 0.0 0.0
H 1.924521 -4.279937 0.617936 0.0 0.0 0.0
H 3.734913 -1.101873 -1.804922 0.0 0.0 0.0
H 4.086176 -1.987861 -0.311955 0.0 0.0 0.0
H 3.076273 -0.528093 -0.264485 0.0 0.1 0.0
```
Positions in Å, forces in eV/Å.

***

(2)
This record from OMol25 describes a cluster of 13 separate species, C38H48Cl37F17N4O3P in total at a distorted geometry. The level of theory is the ωB97M-V functional and the def2-TZVPD basis.

F_max   3.33 eV Å⁻¹
LUMO energy   -3.00 eV
Multiplicity   1
Net charge   +1

Structure (XYZ):
```
148
Properties=species:S:1:pos:R:3:forces:R:3
C -1.740238 -0.295349 5.749208 -0.6 -0.8 0.6
C -2.088663 -0.869679 4.373006 0.5 1.2 -0.4
O -1.563712 -0.371806 3.406549 -0.1 -0.2 0.1
O -2.994312 -1.893878 4.179517 0.5 0.2 0.9
C -2.349620 -3.171226 4.022366 -0.2 -1.3 0.0
C -2.776229 -3.860750 2.682827 0.1 1.2 0.6
C -2.675116 -2.791287 1.557473 0.1 -0.7 -0.3
C -2.540515 -3.397369 0.097322 -0.1 0.4 1.4
C -1.435577 -2.607730 -0.670966 -1.0 0.7 -0.1
C -1.720076 -2.416430 -2.181353 0.2 -2.8 -1.8
C -0.477318 -1.962143 -3.050889 -0.6 0.8 0.5
C 0.299321 -0.753303 -2.427223 -0.4 0.3 -1.0
C 1.793088 -1.027802 -2.148089 -1.8 0.6 1.3
F 2.540383 -0.834066 -3.247189 0.1 -0.4 0.2
F 1.874101 -2.305363 -1.667329 0.8 0.2 -0.8
C 2.239820 -0.110549 -0.930283 -0.7 -1.5 0.1
F 1.636145 1.090607 -0.993272 0.7 0.2 -0.3
F 1.682975 -0.730361 0.148001 0.2 0.3 -0.2
C 3.781770 -0.068180 -0.670259 -0.1 -0.3 1.2
F 4.374378 -1.144238 -1.219462 -0.2 0.6 -0.6
F 3.952681 -0.256513 0.665279 -0.1 0.6 -0.2
C 4.534005 1.270661 -0.961871 1.3 -1.1 0.8
F 4.021422 2.226798 -0.178688 -0.5 0.2 -0.8
F 5.786440 1.056830 -0.455773 -0.2 -0.2 -0.4
C 4.774203 1.680431 -2.444464 0.8 0.5 -0.8
F 4.972952 0.629522 -3.264307 -0.7 -0.2 0.7
F 5.962914 2.340650 -2.474311 -0.5 0.4 0.3
C 3.754529 2.612276 -3.152947 -0.1 0.9 -1.3
F 4.301919 2.895498 -4.368553 0.3 -0.1 0.4
F 2.577813 2.020122 -3.453515 0.3 -0.3 0.8
C 3.443050 3.992921 -2.504277 -1.3 0.7 0.2
F 2.344232 3.856223 -1.714132 0.3 -0.3 -0.1
F 4.420578 4.501367 -1.749647 0.3 -0.4 -0.2
C 3.051571 5.116169 -3.544367 0.7 0.6 1.0
F 4.155857 5.650115 -4.060923 -0.2 -0.5 -0.5
F 2.201017 4.699355 -4.462632 0.2 0.0 -0.2
F 2.476189 6.107595 -2.838590 -0.2 -0.3 -0.1
C -1.999968 -3.857136 -2.807520 -1.7 0.7 -0.5
C -2.785206 -3.500815 -4.148684 1.8 -2.5 -0.1
N -3.369150 -2.119232 -4.024726 1.7 -0.7 -0.4
P -5.040947 -1.814567 -4.669249 -2.4 1.6 -0.9
O -4.710632 -1.387729 -6.262246 0.6 -1.0 2.0
Cl -6.090951 -3.603364 -4.767214 1.2 0.4 -0.1
C -3.093927 -1.777840 -2.575462 -1.0 0.3 2.8
C -3.432769 -0.345838 -2.068080 -0.6 0.1 -1.0
C -4.952084 -0.208461 -1.678502 0.2 -0.1 0.6
C -5.194249 0.058376 -0.153683 -0.7 0.6 -0.4
C -5.715884 1.524040 0.116016 0.1 -0.8 0.5
N -7.087885 1.502770 0.731195 -0.6 0.5 -0.6
C -8.035884 2.216947 -0.120802 -0.6 1.1 -0.5
N -7.979744 3.480852 -0.313426 0.4 -0.8 0.5
N -9.074017 1.489095 -0.805192 0.6 0.4 0.6
H -1.872042 -1.031967 6.566528 0.0 0.2 -0.5
H -2.362252 0.612991 5.994966 0.7 -2.1 -0.5
H -0.670557 0.012048 5.723083 -1.7 -0.3 -0.3
H -2.665871 -3.804909 4.877325 0.2 0.3 -0.4
H -1.245046 -3.079775 4.081834 -0.6 0.2 -0.2
H -2.083969 -4.701237 2.503298 -0.4 0.3 0.1
H -3.809587 -4.239480 2.819093 0.6 0.0 -0.3
H -1.783319 -2.175922 1.779507 -0.5 -0.2 -0.1
H -3.564108 -2.128852 1.608540 0.6 -0.3 0.0
H -2.287306 -4.470795 0.221047 -0.1 0.8 -0.5
H -3.553536 -3.333930 -0.344035 0.6 -0.1 -0.1
H -0.471174 -3.131521 -0.536593 -0.3 0.4 -0.2
H -1.373420 -1.605552 -0.189873 0.2 -0.6 -0.2
H -0.820873 -1.638444 -4.062593 0.2 -0.3 0.5
H 0.127294 -2.870104 -3.217226 -0.2 0.9 0.4
H 0.240217 0.096115 -3.141433 0.2 -0.4 0.5
H -0.240252 -0.414073 -1.526298 0.6 -0.2 -0.2
H -2.768393 -4.461623 -2.278144 0.7 0.6 0.4
H -1.138721 -4.529876 -2.952479 -0.2 0.6 -0.2
H -2.126825 -3.607122 -5.031303 -0.4 0.5 0.3
H -3.508953 -4.332888 -4.222448 -0.3 1.1 -0.4
H -2.801860 -1.455781 -4.571514 0.1 -0.3 0.1
H -3.759475 -1.419057 -6.448304 -0.2 -0.1 -0.6
H -3.880731 -2.389831 -2.072935 0.7 0.1 -0.1
H -2.795691 -0.098731 -1.196416 -0.3 -0.3 -0.5
H -3.233637 0.414622 -2.852723 0.3 -0.3 0.4
H -5.529179 -1.124027 -1.938093 0.5 0.5 0.0
H -5.407702 0.612806 -2.262787 0.2 -0.4 0.2
H -6.015603 -0.600921 0.176687 0.8 0.3 0.0
H -4.317855 -0.162258 0.483419 -0.2 0.1 -0.5
H -5.044257 2.002286 0.852538 -0.2 0.0 -0.6
H -5.779528 2.120114 -0.814823 0.4 -0.3 0.5
H -7.047404 2.070784 1.573794 0.0 -0.3 0.0
H -7.181254 3.840604 0.220809 -0.1 0.2 -0.3
H -9.406474 2.064207 -1.574607 0.1 0.2 0.2
H -9.860943 1.414904 -0.159671 0.2 -0.5 -0.1
C 7.965855 -1.483354 -1.466923 0.1 -0.1 0.0
Cl 8.222775 -2.916222 -0.468403 -0.1 0.1 0.0
Cl 9.506610 -0.817721 -2.013082 -0.1 0.0 0.0
Cl 6.927751 -1.864117 -2.846982 0.2 0.1 0.0
H 7.466169 -0.733853 -0.863823 0.0 -0.1 -0.1
C 3.752556 9.066429 -1.343621 0.1 0.1 0.0
Cl 5.459662 8.787793 -0.988328 -0.3 0.1 -0.1
Cl 2.901712 9.636319 0.097397 0.0 0.0 0.0
Cl 3.570398 10.217840 -2.670051 0.0 -0.1 0.0
H 3.311337 8.125422 -1.648039 0.0 0.1 0.0
C 3.196776 -4.892652 -4.196509 0.3 -0.1 0.1
Cl 2.832002 -6.142472 -3.005058 0.0 0.1 -0.1
Cl 1.766535 -3.884761 -4.489234 0.2 -0.2 -0.3
Cl 4.563650 -3.909994 -3.674393 -0.2 -0.1 0.0
H 3.464931 -5.376843 -5.128160 -0.1 0.0 0.0
C -1.910855 -8.052430 2.097806 0.1 0.0 0.2
Cl -0.216137 -8.264947 2.540897 -0.1 0.0 -0.1
Cl -2.860793 -7.539554 3.495061 0.0 0.0 -0.1
Cl -2.065770 -6.887027 0.774187 0.0 -0.2 0.0
H -2.296770 -9.005889 1.755920 0.0 0.1 0.0
C -5.182093 -7.834741 -1.657149 0.1 -0.2 0.2
Cl -3.565602 -8.471281 -1.972531 -0.1 0.0 -0.1
Cl -5.710873 -8.254985 -0.027874 0.0 0.1 -0.1
Cl -5.216677 -6.076610 -1.887577 0.0 0.1 0.0
H -5.869391 -8.282606 -2.365047 0.0 0.1 0.0
C 2.541848 -0.535177 5.122930 0.0 -0.3 0.0
Cl 2.539377 0.070450 3.465228 0.0 0.0 0.1
Cl 1.302874 0.283508 6.083998 1.2 0.2 0.2
Cl 2.285568 -2.284734 5.147439 0.0 0.0 0.0
H 3.520209 -0.319930 5.562634 -0.7 -0.4 -0.2
C 7.815927 5.440299 -1.693535 0.1 0.1 0.0
Cl 9.522696 5.158664 -1.340488 -0.1 0.0 0.0
Cl 6.968609 6.020006 -0.254597 0.1 -0.3 0.0
Cl 7.637080 6.584572 -3.027044 0.0 -0.1 0.0
H 7.370898 4.498555 -1.992662 0.0 0.1 0.0
C 4.073159 9.921337 3.804914 0.0 0.1 0.1
Cl 3.720331 8.632333 4.961599 0.0 0.0 -0.1
Cl 2.676191 10.985542 3.612403 0.0 -0.1 0.0
Cl 5.492352 10.840836 4.311395 -0.1 -0.1 -0.1
H 4.287584 9.466686 2.844289 0.0 0.0 0.0
C 5.679491 1.878255 7.259424 0.3 0.0 0.1
Cl 5.961491 0.478354 8.297953 -0.1 0.1 0.0
Cl 7.206538 2.567177 6.709468 -0.2 0.0 0.1
Cl 4.668065 1.430304 5.876432 0.5 0.7 0.1
H 5.152823 2.629402 7.836182 0.0 -0.1 -0.1
C 10.571891 2.451704 4.192663 0.0 0.1 0.1
Cl 10.220526 1.226253 5.415949 0.1 0.0 -0.1
Cl 9.134476 3.423012 3.851607 0.1 0.0 -0.1
Cl 11.908714 3.481814 4.710423 -0.1 -0.1 -0.1
H 10.865171 1.946834 3.280052 0.0 0.0 0.0
C -9.134108 -2.581851 -0.676301 0.1 0.2 0.0
Cl -8.024147 -3.924108 -1.003839 0.0 0.0 0.0
Cl -8.259091 -1.195818 -0.025991 -0.4 -0.7 0.1
Cl -10.011802 -2.132679 -2.142895 0.0 0.0 0.0
H -9.854384 -2.910453 0.063690 0.0 0.0 -0.1
C -2.711581 3.373774 4.231082 0.2 0.0 0.0
Cl -2.504238 2.575415 5.798159 -0.3 1.7 -0.2
Cl -1.264413 3.183854 3.241462 -0.1 0.0 0.1
Cl -4.131026 2.731222 3.394680 0.0 0.0 0.1
H -2.868653 4.431499 4.406056 0.0 -0.1 0.0
```
Positions in Å, forces in eV/Å.